Computed, not measured: C27H71MgO11Zr as an isolated structure at a distorted geometry, with ωB97M-V with the def2-TZVPD basis set.

Calculated values
Relative energy (zero: lowest compared OMol25 entry of this formula, charge and spin) (kcal/mol): 0.00
Frontier orbital gap (eV): 6.419
Charge: +1
E_HOMO (eV): -10.2550
E_LUMO (eV): -3.836

```
111
Properties=species:S:1:pos:R:3:forces:R:3
Zr -0.0150 -0.1586 0.1918 -0.01 0.44 0.94
Mg -2.5446 -2.6552 -1.7179 2.21 1.48 1.35
C 2.0764 -0.1664 -3.7638 -0.57 -0.19 -0.18
C 1.9365 -1.2098 -2.6549 -0.40 0.47 0.86
C 3.2709 -1.4485 -1.9764 -0.08 0.05 0.55
O 0.8334 -0.8675 -1.7654 -0.07 0.39 0.50
H 2.6854 -0.4902 -4.6078 0.02 -0.33 0.04
H 2.5269 0.7708 -3.4368 -0.08 -0.03 0.41
H 1.0783 0.0625 -4.1373 -0.05 0.15 -0.17
H 1.6868 -2.2033 -3.0274 -0.30 -0.08 -0.73
H 3.1088 -2.1785 -1.1834 0.24 0.13 0.25
H 3.7112 -0.5338 -1.5795 -0.16 0.03 0.27
H 4.0086 -1.8545 -2.6686 -0.14 -0.09 -0.22
C -2.4934 0.9368 3.7014 -0.75 -0.23 -0.09
C -1.1240 1.3298 3.2648 1.21 1.75 -0.68
C -0.0535 1.4203 4.3843 -0.62 -0.43 -0.42
O -0.6965 0.7167 2.0878 0.84 -2.27 -2.38
H -3.2161 1.2354 2.9420 0.05 -0.20 -0.37
H -2.7988 1.5534 4.5468 0.14 -0.45 0.46
H -2.5979 -0.1381 3.8487 -0.06 0.00 0.47
H -1.2725 2.3687 2.9705 0.05 0.63 0.04
H -0.4212 2.1020 5.1512 -0.13 -0.13 0.20
H 0.8796 1.8592 4.0311 -0.08 -0.27 -0.31
H 0.1358 0.4374 4.8157 0.12 0.00 0.13
C -1.7364 3.6056 -1.4850 -0.62 -0.96 0.70
C -1.9775 2.0994 -1.8703 0.63 0.18 -0.62
C -1.6012 1.9413 -3.3604 0.23 0.16 0.34
O -1.3143 1.1937 -1.0297 1.29 -0.99 0.91
H -0.7231 3.9137 -1.7426 0.05 -0.11 0.25
H -1.9546 3.6772 -0.4195 0.62 0.03 0.26
H -2.4150 4.3567 -1.8893 -0.19 -0.39 -0.67
H -3.0367 1.8447 -1.8334 -0.58 0.39 0.30
H -2.0576 2.7449 -3.9383 -0.07 0.07 -0.04
H -1.9158 0.9996 -3.8102 0.05 -0.18 0.22
H -0.5205 2.0425 -3.4596 0.11 -0.10 -0.09
C 2.2196 -1.4770 3.5031 -0.33 1.32 0.83
C 2.3941 -1.9967 2.1039 -0.30 -0.43 0.64
C 2.4136 -3.5352 2.1956 -0.02 -0.25 -1.35
O 1.4637 -1.4272 1.1804 -1.02 0.49 -0.52
H 2.9446 -1.8249 4.2389 0.22 -0.50 -0.29
H 1.2360 -1.6611 3.9353 -0.19 -0.12 -0.22
H 2.3694 -0.3974 3.5098 -0.25 0.25 -0.10
H 3.4294 -1.7502 1.8683 0.08 0.35 -0.76
H 1.5277 -4.0260 2.5984 -0.20 0.31 0.07
H 3.2741 -3.9335 2.7332 0.04 0.45 0.36
H 2.5835 -3.9128 1.1873 -0.25 -0.21 -0.29
C -1.4836 -2.8827 2.1963 0.62 0.01 -0.52
C -2.2675 -2.5342 0.9432 0.00 -0.28 1.45
C -3.5629 -1.8997 1.3723 -0.84 0.08 -0.21
O -1.6472 -1.7664 -0.0251 1.20 1.11 -1.31
H -1.9818 -3.7206 2.6840 -0.06 0.18 0.25
H -1.4311 -1.9974 2.8300 0.12 -0.12 0.20
H -0.4751 -3.2030 1.9346 0.08 0.11 0.08
H -2.4264 -3.5003 0.4641 -0.68 -0.99 -0.18
H -4.2348 -1.9493 0.5155 -0.52 0.29 0.14
H -3.4293 -0.8610 1.6746 0.32 0.08 -0.30
H -4.0397 -2.3657 2.2346 0.02 -0.39 -0.17
C 0.2895 -5.5918 -0.5087 -0.80 0.29 0.59
C 0.2676 -4.2028 -1.1359 1.71 -0.21 1.06
O -0.9555 -4.0281 -1.8424 -1.08 -0.26 -0.35
H 0.1642 -6.2811 -1.3437 0.51 -0.51 0.22
H -0.5375 -5.7922 0.1725 -0.54 0.40 -0.16
H 1.1115 -5.8101 0.1730 0.59 0.10 -0.77
H 1.0970 -4.1727 -1.8425 -0.09 0.11 -0.36
H 0.4630 -3.3382 -0.5014 -0.53 -0.15 0.32
H -0.9598 -4.7714 -2.4498 -0.35 -0.12 -0.32
C 0.8772 4.6649 3.1548 -0.91 1.39 -0.81
C 1.4486 5.6094 2.0526 -1.23 -0.01 1.54
O 2.6972 5.1086 1.6882 0.74 0.26 -0.79
H 0.6025 3.7297 2.6668 0.13 -0.15 0.27
H -0.0442 5.1182 3.5206 -0.29 -0.06 -0.16
H 1.4389 4.5104 4.0760 0.58 0.04 -0.52
H 1.5492 6.6691 2.2870 0.12 0.04 1.05
H 0.7685 5.7131 1.2072 -0.29 -0.87 -0.30
H 3.0289 5.8114 1.1247 0.84 -0.38 -0.28
C 3.1503 2.6888 -0.8812 1.48 0.69 -1.58
C 1.6911 2.5709 -0.7163 -0.97 0.39 0.08
O 1.4838 1.5204 0.2107 -1.26 -1.00 -0.70
H 3.8038 2.8606 -0.0259 -0.63 -0.25 0.30
H 3.3885 3.5157 -1.5502 -0.08 0.11 -0.26
H 3.4718 1.7870 -1.4022 0.29 -0.06 0.13
H 1.1752 2.3394 -1.6482 0.20 -0.34 -0.02
H 1.1592 3.4457 -0.3422 0.28 0.33 0.18
H 2.0152 1.7954 0.9615 0.58 -0.49 1.48
C 3.6778 2.5958 4.4434 1.05 0.26 0.30
C 4.0929 2.2934 3.0218 0.39 -0.03 0.17
O 2.9747 2.4271 2.1793 -0.61 -0.69 -0.44
H 2.9089 1.9098 4.7988 -0.03 0.23 -0.05
H 3.4062 3.6479 4.5294 -0.53 -0.11 -0.09
H 4.5385 2.5426 5.1101 0.13 -0.39 0.08
H 4.5237 1.2995 2.9010 -0.38 -0.22 0.07
H 4.8728 2.9576 2.6492 0.16 0.31 0.27
H 2.7885 3.3645 2.0888 0.08 0.53 -0.08
C -4.8348 -0.0067 -3.7981 -0.30 -0.18 -0.82
C -4.8839 -1.1666 -2.8161 -0.10 1.02 -1.42
O -3.7858 -1.1076 -1.9283 -0.61 -0.35 0.64
H -3.9587 0.0173 -4.4460 0.30 -0.17 0.36
H -4.9430 0.9820 -3.3521 -0.04 -0.13 0.24
H -5.6570 -0.1553 -4.4980 -0.29 0.19 0.06
H -4.7460 -2.0881 -3.3816 -0.51 -0.22 0.11
H -5.8353 -1.0914 -2.2894 0.03 -0.61 0.14
H -3.9211 -0.3042 -1.4205 0.83 0.19 0.65
C -2.5022 -2.7857 -5.1564 -0.21 0.67 0.75
C -1.3831 -1.9352 -4.5417 0.31 -0.52 -0.81
O -1.4783 -1.7625 -3.1190 -1.36 -0.39 -1.84
H -2.7421 -3.5977 -4.4700 0.06 -0.49 -0.06
H -2.2211 -3.1927 -6.1278 0.14 -0.04 0.19
H -3.4325 -2.2364 -5.3011 0.04 0.18 -0.01
H -1.3172 -0.9719 -5.0474 -0.11 0.16 0.19
H -0.4500 -2.4565 -4.7551 0.20 0.03 0.10
H -0.6664 -1.3354 -2.8359 1.42 0.78 1.23
```
Positions in Å, forces in eV/Å.

---

Computed, not measured: C27H72Mn2N4O23S5 as an isolated structure at a distorted geometry, with ωB97M-V with the def2-TZVPD basis set.

Calculated values
2S+1: 11
Frontier orbital gap (alpha / beta) (eV): 7.227 / 7.770
Charge: 0
E_HOMO (alpha / beta) (eV): -7.0769 / -7.6210
E_LUMO (alpha / beta) (eV): 0.151 / 0.149
Expectation value of S²: 30.0061

```
133
Properties=species:S:1:pos:R:3:forces:R:3
Mn -1.0572 -2.6297 0.5926 0.10 -1.12 -0.77
Mn 0.6117 -0.6654 -2.1353 -0.27 -0.12 -1.56
N -0.8124 -3.4495 -2.7488 -0.14 0.95 1.00
O -1.3039 -3.4920 -1.6097 -0.98 -0.82 1.57
O -0.1739 -2.4323 -3.0336 1.19 1.23 -1.21
O -0.9700 -4.3182 -3.5515 -0.25 -1.57 -1.03
N -1.8226 -5.4552 2.1144 -0.99 -3.38 2.48
O -0.8857 -5.4889 2.8994 1.36 -1.66 1.74
O -1.8799 -4.4429 1.4884 -1.92 4.45 -4.22
O -2.7123 -6.3532 2.0337 1.48 1.23 -0.12
O 0.1660 -1.3208 -0.3028 0.77 0.71 1.23
H 0.8384 -1.1606 0.3877 -0.38 0.03 -0.59
O 1.1206 0.1940 -3.8828 0.06 0.77 -1.08
H 0.9253 0.3260 -4.8309 0.14 -0.58 1.04
C -4.1383 4.8060 2.1397 -1.14 0.26 -0.66
C -3.2623 5.0893 0.9191 1.38 -0.27 1.83
N -1.8917 4.9902 1.4447 0.30 -1.51 0.37
C -1.2828 6.2777 1.6770 1.61 -0.99 -2.90
C -0.8402 6.7834 0.2536 -0.55 1.44 0.86
C -1.1392 3.7849 0.9386 -0.38 0.37 1.17
C 0.0511 3.3771 1.8430 -0.30 0.93 -0.80
H -3.7892 4.0268 2.8173 0.12 -0.40 -0.64
H -5.1246 4.5917 1.7280 -0.48 -0.17 0.60
H -4.2149 5.6659 2.8051 -0.01 0.32 -0.26
H -3.3886 4.3847 0.0970 -0.24 -0.04 0.03
H -3.4281 6.1036 0.5562 -0.25 -0.03 -0.20
H -1.9106 6.9736 2.2334 -0.36 -0.12 -0.33
H -0.3451 6.2295 2.2306 -0.08 -0.44 0.38
H -0.5588 7.8196 0.4412 0.51 0.22 -0.68
H -0.0637 6.2206 -0.2645 0.35 -0.12 0.69
H -1.6355 6.7970 -0.4916 -0.42 0.07 0.30
H -0.8137 3.8162 -0.1012 0.18 0.48 -0.23
H -1.8765 2.9824 0.9577 -0.14 0.01 0.05
H -0.2415 3.2914 2.8895 0.01 0.10 -0.03
H 0.7834 4.1718 1.7008 0.28 0.07 0.49
H 0.5590 2.4660 1.5267 -0.31 -0.08 -0.16
C -1.5338 0.4124 1.9974 -1.09 0.59 -0.42
C -2.5428 0.0771 0.8266 3.28 0.71 1.07
N -2.7885 -1.3546 0.7333 -1.86 0.08 -0.52
C -3.5061 -1.5102 -0.5434 0.87 -0.89 -2.23
C -4.2800 -2.8465 -0.8198 0.85 2.15 1.32
C -3.5214 -1.9004 1.8538 -2.24 2.39 1.63
C -4.7107 -0.9966 2.2959 -0.24 0.34 0.32
H -1.5495 -0.1715 2.9176 -0.44 -0.29 -0.23
H -1.8174 1.4247 2.2854 0.53 0.10 0.18
H -0.5116 0.3697 1.6214 -0.13 0.13 0.04
H -3.3350 0.8195 0.7296 -0.96 -0.76 0.67
H -1.9492 0.3948 -0.0306 0.08 -0.62 -0.38
H -4.0989 -0.6648 -0.8928 -0.58 0.36 0.94
H -2.6443 -1.3724 -1.1964 -0.22 -0.64 -0.79
H -4.3560 -2.9576 -1.9014 0.09 -0.45 0.28
H -3.7664 -3.6140 -0.2408 -0.16 -0.57 -0.74
H -5.2491 -2.6504 -0.3610 -0.33 -0.55 -0.22
H -2.8937 -1.8634 2.7442 0.33 -0.84 -0.19
H -4.0577 -2.8345 1.6873 1.17 -0.34 -0.21
H -5.0093 -1.3847 3.2697 -0.57 -0.16 -0.15
H -5.5423 -0.9414 1.5935 -0.16 -0.66 -0.03
H -4.5534 0.0654 2.4843 0.86 0.01 0.03
O 1.5541 1.2363 -1.4116 0.94 3.17 0.25
S 1.8897 2.6214 -1.7709 1.18 0.78 0.35
O 0.8503 3.6271 -2.0033 1.25 -1.85 -0.13
O 2.8123 3.2543 -0.4940 -0.77 -1.08 -1.60
C 3.0175 4.6743 -0.6088 0.43 1.49 1.83
C 4.3887 5.1410 0.0695 -0.77 -1.10 -1.74
C 3.2656 2.7059 -3.0791 -0.62 -0.73 0.05
H 2.2085 5.1419 -0.0475 -0.15 0.04 -0.04
H 2.9102 5.0818 -1.6140 0.32 -0.51 -0.16
H 4.3466 5.4839 1.1033 -0.28 -0.29 -0.15
H 4.8288 5.9134 -0.5612 -0.17 0.26 0.16
H 5.0646 4.2962 -0.0632 0.15 -0.05 0.46
H 3.0335 2.0271 -3.8997 -0.76 0.04 0.11
H 4.2063 2.2942 -2.7137 -0.33 0.13 0.77
H 3.4264 3.7131 -3.4636 -0.47 0.05 0.38
O -1.2722 0.3509 -2.3976 -2.99 1.70 -0.97
S -2.3564 0.6731 -3.3348 -0.71 -0.30 -1.13
O -3.0554 -0.4332 -3.9787 0.88 1.61 1.03
O -3.5072 1.6581 -2.5754 0.83 -1.28 -0.08
C -4.7405 1.8459 -3.3013 -1.28 1.85 -1.00
C -5.8263 2.6474 -2.5519 -0.60 -0.94 2.27
C -1.8319 1.8921 -4.6066 1.50 -0.24 1.08
H -5.2091 0.9372 -3.6793 0.54 -0.25 0.27
H -4.6183 2.5283 -4.1424 1.01 -0.43 -0.53
H -6.3415 1.9614 -1.8794 0.03 -0.16 0.34
H -6.6833 3.0726 -3.0742 0.52 -0.29 -1.18
H -5.5598 3.4724 -1.8912 0.93 -0.04 -0.20
H -0.7933 1.7052 -4.8793 -0.09 -1.18 -0.31
H -1.5671 2.8077 -4.0778 -1.13 0.39 0.17
H -2.4772 1.9556 -5.4828 -0.16 -0.04 0.53
O 0.0022 -2.2167 2.5074 2.67 0.37 3.14
S 0.8498 -2.4367 3.7319 -1.81 0.72 -1.44
O 1.8386 -3.4839 3.7289 -0.97 1.02 0.20
O 1.6040 -0.9982 4.1134 -0.90 -1.30 -1.57
C 2.0536 -0.8242 5.4472 0.02 -0.38 1.62
C 1.2751 0.2294 6.1379 -1.07 1.97 1.05
C -0.3761 -2.5463 5.0935 1.11 -1.77 -1.51
H 3.0703 -0.4410 5.5349 0.30 -0.66 -0.99
H 1.9618 -1.7419 6.0280 0.42 -0.24 -0.25
H 0.3757 0.0199 6.7171 -0.46 -0.79 -0.73
H 1.0564 1.0351 5.4371 -0.14 0.04 -0.04
H 1.8143 0.7113 6.9535 0.80 -0.06 -0.21
H 0.1726 -3.1418 5.8232 -0.08 1.09 0.98
H -1.0435 -3.3391 4.7557 -0.37 0.25 -0.58
H -0.8878 -1.5915 5.2147 0.45 -0.23 0.52
O 3.2568 -4.4772 0.4416 -2.54 0.24 -0.17
S 1.8506 -4.6744 0.0505 -1.20 -1.10 -1.72
O 0.6831 -3.9056 0.5172 3.49 -1.46 -0.62
O 1.7687 -4.5789 -1.6196 -1.57 1.29 3.97
C 2.8107 -5.1252 -2.3167 0.45 -0.42 -3.36
C 2.5880 -4.5444 -3.7550 1.74 -0.07 0.18
C 1.3929 -6.4624 0.1998 1.10 1.89 0.10
H 2.6827 -6.2009 -2.4376 0.18 -0.33 0.50
H 3.7769 -4.8763 -1.8779 0.01 0.04 -0.22
H 2.7899 -3.4737 -3.7219 -0.68 0.10 -0.03
H 1.6669 -4.8231 -4.2668 -0.33 0.28 0.75
H 3.3576 -4.9034 -4.4384 0.36 -0.34 0.13
H 0.5324 -6.6176 -0.4510 -0.08 0.08 0.40
H 1.2555 -6.5681 1.2760 -0.29 -0.48 -0.17
H 2.2848 -6.9552 -0.1873 -0.16 -0.29 0.24
O 4.9084 0.1195 -2.0608 -2.38 -2.20 0.43
S 4.1041 -1.0755 -1.6812 2.04 1.15 0.85
O 2.6578 -1.1966 -1.9422 4.31 -0.70 0.37
O 4.9491 -2.3698 -2.2522 -1.94 1.45 0.21
C 6.3758 -2.2867 -2.1546 1.36 -2.05 -0.34
C 6.8519 -3.6782 -1.5860 -0.45 1.79 0.47
C 4.4381 -1.3778 0.1076 -0.41 -0.10 -0.06
H 6.7927 -1.4602 -1.5791 -0.59 0.04 0.14
H 6.7947 -2.2079 -3.1578 -0.36 0.28 -0.14
H 7.8960 -3.8235 -1.8631 -0.18 -0.34 -0.15
H 6.1611 -4.4706 -1.8743 0.38 0.01 -0.32
H 6.8122 -3.5975 -0.4997 0.01 -0.26 0.11
H 3.8292 -0.6952 0.7003 -0.33 -0.21 -0.18
H 5.4551 -1.2428 0.4759 0.31 0.53 -0.97
H 4.2713 -2.4329 0.3245 -0.80 0.10 -0.16
```
Positions in Å, forces in eV/Å.

---

Q: What is the charge in the second record?
A: 0